(1)
DFT (ωB97M-V/def2-TZVPD) results for a cluster of 2 separate species, CH3NOS2 in total.

Summary:
HOMO ... -9.89 eV
Multiplicity ... 1
Gap between HOMO and LUMO ... 7.93 eV

Geometry (Å):
C: -1.4157 0.0178 0.8227
N: -1.9300 0.6690 -0.1117
O: 3.0132 0.4308 -0.1654
S: 1.8524 -1.1596 -2.1326
S: 2.3075 -0.8406 -0.3569
H: -0.5023 0.1915 1.3216
H: -1.6738 -1.0245 0.9452
H: -1.6514 1.7157 -0.3230

Forces on atoms 1 to 2 (eV/Å):
C 0.769 -0.873 -1.172
N -0.943 2.731 -1.016

natural (NBO) atomic charge list, values in e, 2 entries: number 1, C, carries -0.046; number 2, N, carries -0.593

***

(2)
DFT (ωB97M-V/def2-TZVPD) results for a structure of composition CH3NOS2.

Summary:
HOMO ... -9.50 eV
Multiplicity ... 1
Gap between HOMO and LUMO ... 9.37 eV

Geometry (Å):
C: 0.2162 -0.8904 0.0379
N: 0.8346 0.2878 -0.0709
O: -0.8024 2.3395 -0.2842
S: -1.5084 -0.5058 0.6083
S: -0.3911 1.3338 0.7281
H: 0.2793 -1.5645 -0.8675
H: 0.5720 -1.6010 0.8806
H: 0.7997 0.6007 -1.0323

Forces on atoms 1 to 2 (eV/Å):
C -1.433 -7.306 1.187
N 0.830 4.344 0.253

natural (NBO) atomic charge list, values in e, 2 entries: number 1, C, carries -0.322; number 2, N, carries -0.784

***

In eV/Å, the strongest force on any atom values for the records above are, in order, 3.06, 7.54.